{
  "formula": "C17H33AlBrCaCl2Cs2FKO8P2S",
  "method": "ωB97M-V with the def2-TZVPD basis set",
  "elements": ["Cs", "Cs", "Br", "Ca", "K", "Cl", "Cl", "S", "P", "P", "Al", "F", "O", "O", "O", "O", "O", "O", "O", "O", "C", "C", "C", "C", "C", "C", "C", "C", "C", "C", "C", "C", "C", "C", "C", "C", "C", "H", "H", "H", "H", "H", "H", "H", "H", "H", "H", "H", "H", "H", "H", "H", "H", "H", "H", "H", "H", "H", "H", "H", "H", "H", "H", "H", "H", "H", "H", "H", "H", "H"],
  "coordinates": [[1.313, -0.368, 6.393], [3.210, 2.067, -1.489], [-1.620, -1.395, -2.212], [1.607, -2.555, -1.021], [5.326, -1.129, -0.814], [-5.746, 1.847, 4.030], [-7.266, 2.295, 1.588], [-1.437, 2.356, -2.830], [-3.547, 1.015, 0.021], [0.325, 0.792, 0.265], [-1.514, 0.813, -1.173], [-7.068, 4.243, -0.041], [-1.048, 4.133, 6.978], [-4.716, 0.534, -0.809], [1.520, 0.400, -4.042], [-3.379, -0.007, 1.370], [-1.443, -3.959, 7.918], [4.107, -3.383, -5.066], [-3.805, 2.563, 0.621], [-1.124, 0.347, 3.281], [1.050, 2.523, 0.594], [-2.291, 3.002, 5.332], [-1.118, 1.220, 4.126], [-2.309, 2.049, 4.397], [1.142, 3.506, -0.703], [3.077, -4.550, -6.854], [4.364, -4.385, -6.064], [1.642, -0.473, -0.243], [1.729, 1.118, -5.167], [3.173, -0.092, 0.240], [-6.442, 1.094, 2.580], [0.119, 2.439, 5.856], [0.098, 1.487, 4.923], [-2.091, -4.965, 7.339], [2.471, -3.159, -6.769], [-1.078, 3.271, 6.132], [2.859, -2.734, -5.366], [2.348, 2.046, -5.069], [3.600, 0.828, -0.354], [-3.155, 3.620, 5.543], [4.683, -5.310, -5.580], [0.310, 4.233, -0.655], [1.632, -0.752, -1.396], [3.247, -4.894, -7.874], [2.131, 4.126, -0.573], [-2.594, -5.685, 8.024], [-3.190, 1.850, 3.799], [1.395, -3.137, -6.936], [-0.276, 2.157, -3.542], [2.134, 2.398, 1.001], [3.145, 0.125, 1.332], [1.003, 2.650, 6.450], [-1.478, -5.658, 6.715], [-5.642, 0.646, 1.999], [2.944, -2.501, -7.503], [-3.473, 3.147, -0.074], [2.244, 0.598, -6.005], [-7.151, 0.330, 2.886], [2.975, -1.654, -5.270], [3.848, -1.041, 0.110], [-2.917, -4.698, 6.646], [2.119, -3.072, -4.630], [0.960, 0.873, 4.708], [-2.458, 0.127, 1.638], [2.422, -5.271, -6.356], [5.179, -4.026, -6.701], [1.213, 2.967, -1.724], [0.483, 2.984, 1.425], [0.823, 1.512, -5.676], [1.406, -1.476, 0.321]],
  "lowdin_charge": [1.31, 1.54, 0.22, 1.21, 0.81, 0.52, 0.62, 0.40, 0.44, 0.83, -0.48, -0.59, 0.15, -0.34, -0.43, -0.23, -0.23, -0.17, -0.21, 0.07, -0.49, 0.06, -0.37, 0.04, -0.40, -0.17, -0.20, -0.70, -0.44, -0.41, -0.99, -0.05, -0.28, -0.38, -0.16, -0.37, -0.21, 0.04, -0.31, 0.14, 0.11, 0.08, -0.02, 0.12, 0.04, 0.09, 0.06, 0.12, -0.22, 0.04, 0.09, 0.12, 0.07, -0.02, 0.12, 0.05, 0.05, 0.03, 0.10, -0.11, 0.06, 0.10, -0.08, -0.03, 0.12, 0.12, -0.07, 0.07, 0.06, -0.05],
  "orbital_gap_ev": 1.20,
  "spin_multiplicity": 1,
  "energy_ev": -204194.7199,
  "charge": 1,
  "homo_energy_ev": -8.06
}

=====

{
  "formula": "C17H33AlN2O7PS",
  "method": "ωB97M-V with the def2-TZVPD basis set",
  "elements": ["S", "P", "Al", "O", "O", "O", "O", "O", "O", "O", "N", "N", "C", "C", "C", "C", "C", "C", "C", "C", "C", "C", "C", "C", "C", "C", "C", "C", "C", "H", "H", "H", "H", "H", "H", "H", "H", "H", "H", "H", "H", "H", "H", "H", "H", "H", "H", "H", "H", "H", "H", "H", "H", "H", "H", "H", "H", "H", "H", "H", "H", "H"],
  "coordinates": [[1.917, 4.590, 4.481], [0.019, 3.980, 4.481], [-0.410, 1.782, 3.615], [-2.339, 1.726, -3.938], [0.002, 1.633, 1.878], [4.487, 1.844, 3.085], [0.852, 0.671, 4.171], [5.382, -0.193, 3.274], [-3.649, -0.042, -4.293], [3.006, 0.396, -1.987], [-2.165, 1.304, 3.906], [1.119, 0.810, -3.206], [1.134, 1.150, -0.707], [-0.647, -2.351, -0.770], [-0.971, -2.346, -3.304], [-3.883, 1.123, -2.220], [-3.191, 1.002, -3.545], [0.806, -2.254, -0.271], [0.987, 0.604, 1.784], [-2.664, -1.010, -4.720], [-0.855, -3.208, -2.032], [1.866, 0.755, -1.973], [1.787, 0.772, 3.111], [-2.442, -2.088, -3.656], [0.874, -2.026, 1.244], [4.405, 0.480, 3.215], [3.014, -0.105, 3.363], [1.894, 0.831, 0.576], [0.188, -0.726, 1.692], [-0.654, -0.532, 1.013], [-2.885, -3.036, -3.986], [-0.251, -0.859, 2.687], [1.326, -3.188, -0.527], [-2.556, 1.029, 3.007], [4.556, 2.107, 2.156], [-3.469, 0.369, -1.539], [1.913, -2.063, 1.576], [0.156, 0.649, -0.713], [-1.017, -1.340, -1.008], [1.342, -1.456, -0.804], [-2.746, 2.075, 4.225], [-0.464, -1.383, -3.144], [-0.037, -3.932, -2.134], [2.571, 1.665, 0.813], [2.131, 1.820, 3.047], [-0.836, 4.913, 3.851], [-0.468, -2.819, -4.158], [-4.952, 0.926, -2.323], [-1.282, -2.704, 0.053], [-3.068, -1.429, -5.646], [-2.984, -1.776, -2.753], [-0.544, 4.076, 5.774], [-3.709, 2.115, -1.797], [3.038, -0.991, 2.724], [0.379, -2.884, 1.722], [2.957, -0.488, 4.390], [0.215, 0.366, -3.060], [0.884, 1.774, -3.437], [-1.735, -0.479, -4.964], [0.904, 2.222, -0.767], [2.533, -0.046, 0.400], [-1.772, -3.803, -1.930]],
  "nbo_charge": [-0.71, 0.20, 1.82, -0.57, -0.98, -0.73, -0.95, -0.57, -0.55, -0.54, -1.41, -0.90, -0.52, -0.41, -0.38, -0.73, 0.81, -0.39, 0.27, -0.07, -0.40, 0.71, 0.04, -0.44, -0.39, 0.82, -0.56, -0.44, -0.45, 0.20, 0.20, 0.24, 0.20, 0.36, 0.50, 0.24, 0.20, 0.22, 0.19, 0.20, 0.36, 0.18, 0.20, 0.20, 0.20, -0.04, 0.20, 0.24, 0.21, 0.19, 0.21, -0.04, 0.24, 0.23, 0.20, 0.27, 0.36, 0.38, 0.19, 0.25, 0.22, 0.20],
  "orbital_gap_ev": 6.88,
  "spin_multiplicity": 1,
  "energy_ev": -62204.4673,
  "charge": -1,
  "relative_energy_kj_mol": 0.0,
  "homo_energy_ev": -4.59
}

=====

{
  "formula": "C17H33ClO7Si",
  "method": "ωB97M-V with the def2-TZVPD basis set",
  "elements": ["Cl", "Si", "O", "O", "O", "O", "O", "O", "O", "C", "C", "C", "C", "C", "C", "C", "C", "C", "C", "C", "C", "C", "C", "C", "C", "C", "H", "H", "H", "H", "H", "H", "H", "H", "H", "H", "H", "H", "H", "H", "H", "H", "H", "H", "H", "H", "H", "H", "H", "H", "H", "H", "H", "H", "H", "H", "H", "H", "H"],
  "coordinates": [[2.809, 2.353, -3.226], [1.916, -0.501, -2.859], [-1.086, -1.904, -1.969], [-2.952, 1.013, 0.869], [-1.104, 2.292, 1.047], [-1.366, -3.474, -3.564], [0.437, -1.398, 1.921], [-2.935, -3.154, -1.972], [-2.149, 1.604, 2.892], [1.838, -1.606, 2.099], [-2.946, -2.427, -0.729], [-0.529, 3.026, 2.133], [2.528, -0.185, 0.170], [1.432, 1.338, -2.637], [-0.226, -2.633, 2.118], [3.618, -0.787, -2.083], [2.630, -0.379, 1.703], [-1.758, -2.904, -2.598], [0.141, 1.654, -3.379], [-1.988, -1.300, -1.028], [-0.400, 3.049, -3.050], [-0.905, 2.180, 3.329], [-2.149, 1.583, 1.540], [3.550, -1.039, -0.563], [-1.080, 2.954, 4.614], [-4.339, -1.976, -0.363], [-2.544, -3.086, 0.046], [-1.984, 3.562, 4.576], [0.547, 3.116, 2.001], [0.979, -1.272, -2.058], [2.125, -2.447, 1.461], [-1.186, 2.274, 5.459], [-1.446, -0.962, -0.146], [-4.854, -1.575, -1.236], [1.503, -0.462, -0.069], [2.248, 0.514, 2.199], [4.031, -1.692, -2.537], [-4.931, -2.817, 0.001], [-0.970, 3.030, -2.122], [4.323, -0.002, -2.342], [-2.470, -0.441, -1.501], [-0.621, 0.926, -3.105], [-4.307, -1.214, 0.417], [4.529, -0.796, -0.144], [-0.972, 4.024, 2.160], [-0.221, 3.598, 4.799], [0.418, 3.754, -2.908], [2.666, 0.877, -0.023], [1.841, -0.891, -4.281], [1.309, 1.573, -1.586], [-0.058, -2.971, 3.144], [-1.043, 3.437, -3.835], [0.358, 1.609, -4.445], [2.017, -1.908, 3.138], [-1.288, -2.485, 1.940], [0.131, -3.412, 1.436], [3.664, -0.516, 2.013], [3.406, -2.093, -0.338], [-0.191, 1.364, 3.470]],
  "nbo_charge": [-0.10, 1.13, -0.51, -0.60, -0.49, -0.58, -0.56, -0.50, -0.49, -0.06, 0.07, -0.09, -0.42, -0.58, -0.25, -0.85, -0.41, 0.97, -0.43, -0.10, -0.61, 0.06, 0.98, -0.39, -0.63, -0.63, 0.18, 0.23, 0.21, -0.16, 0.17, 0.23, 0.22, 0.22, 0.22, 0.20, 0.23, 0.22, 0.21, 0.24, 0.19, 0.22, 0.24, 0.20, 0.19, 0.22, 0.21, 0.20, -0.16, 0.22, 0.17, 0.21, 0.21, 0.17, 0.19, 0.17, 0.21, 0.20, 0.19],
  "orbital_gap_ev": 10.11,
  "spin_multiplicity": 1,
  "smiles": "CC[C@H](Cl)[SiH2]CCCCCOC.C[C@@H]1COC(=O)O1.C[C@@H]1COC(=O)O1",
  "energy_ev": -52897.2125,
  "relative_energy_kj_mol": 0.0,
  "homo_energy_ev": -9.66
}

=====

{
  "formula": "C17H33FO14S",
  "method": "ωB97M-V with the def2-TZVPD basis set",
  "elements": ["S", "F", "O", "O", "O", "O", "O", "O", "O", "O", "O", "O", "O", "O", "O", "O", "C", "C", "C", "C", "C", "C", "C", "C", "C", "C", "C", "C", "C", "C", "C", "C", "C", "H", "H", "H", "H", "H", "H", "H", "H", "H", "H", "H", "H", "H", "H", "H", "H", "H", "H", "H", "H", "H", "H", "H", "H", "H", "H", "H", "H", "H", "H", "H", "H", "H"],
  "coordinates": [[-4.439, 3.002, -0.615], [-2.561, 1.058, 1.729], [3.333, -0.342, 7.895], [2.703, -3.007, 0.270], [-4.811, 1.453, -0.861], [3.080, -1.557, 6.005], [4.154, -4.030, 1.668], [-3.189, 2.813, 0.417], [1.348, -0.579, 7.080], [3.390, -5.142, -0.019], [-3.086, 0.304, -7.226], [-5.463, 3.613, 0.101], [-3.133, 0.532, -5.078], [-2.076, 1.074, -0.457], [-3.958, 3.577, -1.776], [-4.666, 1.643, -6.315], [-2.948, 1.409, 0.511], [2.307, 0.954, 0.201], [-3.617, 0.612, -8.516], [-3.710, 1.101, -3.897], [-4.329, 0.805, 0.320], [-0.334, 1.129, -2.543], [2.569, -5.218, -1.186], [0.257, 0.776, -1.189], [3.352, -3.965, 0.607], [4.215, -2.824, 2.437], [-0.699, 0.937, -0.016], [1.530, 1.584, -0.946], [2.632, -0.892, 6.904], [0.470, -1.106, 6.083], [4.738, -0.595, 7.838], [-3.723, 0.902, -6.214], [1.263, 3.088, -0.733], [-3.015, 0.068, -9.238], [-1.321, 0.731, -2.698], [5.180, -0.094, 8.694], [1.695, 0.739, 1.068], [-0.454, 1.772, 0.628], [3.235, -2.571, 2.834], [-4.748, 0.793, -3.786], [4.893, -3.009, 3.264], [2.675, -0.006, -0.138], [-3.139, 0.718, -3.056], [-3.542, 1.679, -8.718], [5.165, -0.186, 6.924], [0.541, -0.270, -1.225], [2.888, -4.488, -1.928], [-4.903, 1.113, 1.177], [0.502, -2.194, 6.078], [4.939, -1.662, 7.903], [-0.532, -0.778, 6.345], [-0.635, 0.051, 0.598], [1.676, 3.661, -1.543], [2.165, 1.517, -1.817], [-4.169, -0.253, 0.219], [2.694, -6.218, -1.590], [0.293, 0.669, -3.294], [1.523, -5.062, -0.931], [0.728, -0.716, 5.099], [3.155, 1.544, 0.507], [4.603, -2.005, 1.834], [1.714, 3.382, 0.203], [-0.332, 2.192, -2.746], [0.210, 3.306, -0.644], [-3.633, 2.185, -3.909], [-4.652, 0.286, -8.594]],
  "nbo_charge": [2.56, -0.32, -0.49, -0.65, -0.66, -0.65, -0.49, -0.69, -0.49, -0.49, -0.50, -0.90, -0.50, -0.53, -0.89, -0.64, 0.81, -0.61, -0.26, -0.26, -0.14, -0.60, -0.26, -0.23, 0.98, -0.26, -0.07, -0.21, 0.98, -0.26, -0.26, 0.98, -0.62, 0.19, 0.21, 0.20, 0.19, 0.19, 0.20, 0.19, 0.20, 0.22, 0.19, 0.19, 0.19, 0.21, 0.19, 0.21, 0.19, 0.19, 0.20, 0.19, 0.22, 0.20, 0.23, 0.20, 0.21, 0.19, 0.19, 0.21, 0.19, 0.21, 0.21, 0.21, 0.21, 0.19],
  "orbital_gap_ev": 11.05,
  "spin_multiplicity": 1,
  "energy_ev": -60380.7484,
  "homo_energy_ev": -10.73
}

=====

What is the formula in the fourth record?
C17H33FO14S